The following is a quantum chemistry calculation of a cluster of 2 separate species, CH6S4 in total in a non-equilibrium geometry, from the Open Molecules 2025 dataset.

Properties
**LUMO level**: 0.30 eV
**Structure (SMILES)**: CSS.SS
**Molar mass**: 146.33 g mol⁻¹
**DFT total energy**: -44474.6345 eV
**Gap between HOMO and LUMO**: 8.34 eV

The geometry in XYZ format:
```
11
Properties=species:S:1:pos:R:3:forces:R:3
C -0.5202 1.4574 0.4081 0.8 0.9 0.4
H -1.9734 -1.5172 -1.1002 0.2 -0.1 -0.1
H -0.1782 0.7522 -0.3467 -0.4 -0.4 0.2
S 0.1849 1.1929 2.0630 -0.7 -0.1 0.3
S 2.1605 0.6820 1.7184 0.2 -0.1 -0.3
S 0.5499 -2.1942 -0.9088 1.2 0.2 -0.2
S -1.3929 -2.6968 -0.8002 -0.8 -0.3 -0.1
H 0.9444 -2.6171 -2.1516 -0.6 0.1 0.4
H -0.2345 2.4541 0.0754 0.1 0.1 -0.1
H 2.0400 0.9745 0.4232 0.4 0.0 -0.2
H -1.5805 1.5123 0.6195 -0.3 -0.5 -0.4
```
Positions in Å, forces in eV/Å.